Formula: C9H7N3O2
Source: the Open Molecules 2025 dataset
Level of theory: ωB97M-V/def2-TZVPD

Cartesian coordinates (Å):
C  1.24  1.32  2.29
C  2.02  0.91  1.24
C  0.01  0.74  2.49
C  1.74  -0.12  0.37
C  -0.25  -0.37  1.69
C  0.47  -0.65  0.57
C  -1.57  -1.18  1.61
C  -0.23  -1.62  -0.32
C  -2.34  0.08  -2.68
N  -2.18  0.26  -1.46
N  -1.56  -1.86  0.32
N  -2.40  -2.61  -0.16
O  -2.43  -1.37  2.43
O  0.22  -2.24  -1.25
H  1.51  2.11  2.95
H  2.94  1.45  0.96
H  -0.64  0.94  3.35
H  2.25  -0.23  -0.58
H  -3.30  0.01  -3.16
H  -1.35  0.00  -3.17
H  -3.10  0.42  -0.86

Properties
Frontier orbital gap (alpha / beta) ... 0.27020 / 0.34943 Ha
E_HOMO (alpha / beta) ... -7.936 / -10.177 eV
Multiplicity ... 3
Charge ... 0
Energy relative to the best compared isomer or geometry (same formula, charge and spin) ... 0.00 kcal per mole
Calculated total energy ... -18007.401 eV

natural (NBO) population analysis, charges in e, atoms 1 to 6: -0.201, -0.186, -0.166, -0.159, -0.101, -0.129



Formula: C9H7N3O3
Source: the Open Molecules 2025 dataset
Level of theory: ωB97M-V/def2-TZVPD

Cartesian coordinates (Å):
C  3.18  1.05  0.57
C  2.41  0.43  1.57
C  2.88  0.83  -0.75
C  1.40  -0.46  1.28
C  1.82  0.03  -1.15
C  -3.76  0.20  -0.18
C  1.02  -0.53  -0.15
C  -2.51  0.61  -0.64
C  -0.20  -1.25  -0.59
N  -4.45  1.31  -0.01
N  -2.36  1.85  -0.67
N  -1.01  -2.08  0.17
O  -1.80  -2.67  -0.46
O  -0.77  -2.26  1.36
O  -3.69  2.35  -0.38
H  3.92  1.85  0.78
H  2.50  0.57  2.63
H  3.45  1.24  -1.54
H  0.90  -0.98  2.06
H  1.70  -0.14  -2.23
H  -4.31  -0.80  0.04
H  -0.32  -1.16  -1.71

Properties
Frontier orbital gap (alpha / beta) ... 0.28892 / 0.24734 Ha
E_HOMO (alpha / beta) ... -10.131 / -8.828 eV
Charge ... 0
Energy relative to the best compared isomer or geometry (same formula, charge and spin) ... 122.05 kcal per mole
Calculated total energy ... -20049.046 eV

natural (NBO) population analysis, charges in e, atoms 1 to 6: -0.178, -0.215, -0.202, -0.152, -0.178, -0.192



Formula: C9H7N3OS
Source: the Open Molecules 2025 dataset
Level of theory: ωB97M-V/def2-TZVPD

Cartesian coordinates (Å):
C  -2.34  -1.46  0.03
C  -1.86  -1.03  -1.20
C  -1.58  -1.20  1.19
C  -0.66  -0.32  -1.25
C  -0.38  -0.51  1.15
C  3.05  1.77  0.52
C  2.32  2.45  -0.50
C  0.06  -0.09  -0.10
C  2.19  0.62  0.71
N  1.24  1.83  -0.89
N  2.21  -2.50  -0.74
N  1.18  0.70  -0.14
O  2.60  -0.53  1.26
S  2.94  -2.03  0.39
H  -3.09  -2.27  0.07
H  -2.51  -1.04  -2.08
H  -1.77  -1.56  2.20
H  -0.35  0.13  -2.15
H  0.27  -0.17  2.01
H  3.76  2.13  1.25
H  2.58  3.49  -0.93

Properties
Frontier orbital gap ... 0.28620 Ha
E_HOMO ... -8.796 eV
Charge ... 0
Energy relative to the best compared isomer or geometry (same formula, charge and spin) ... 96.83 kcal per mole
Calculated total energy ... -26795.876 eV

natural (NBO) population analysis, charges in e, atoms 1 to 6: -0.230, -0.177, -0.203, -0.207, -0.224, -0.398



Formula: C9H7N5RhS7Sb
Source: the Open Molecules 2025 dataset
Level of theory: ωB97M-V/def2-TZVPD

Cartesian coordinates (Å):
Rh  -1.04  1.05  -0.61
N  -0.77  1.64  -2.67
N  -1.21  0.39  -3.25
C  -1.85  -0.35  -2.22
N  -1.58  -1.70  -2.24
S  -3.20  0.31  -1.45
H  -1.24  2.46  -3.10
H  0.22  1.77  -2.81
H  -0.41  -0.13  -3.61
H  -0.58  -1.87  -2.09
H  -2.11  -2.17  -1.52
S  -1.35  0.00  1.43
C  0.18  -0.77  1.73
C  0.42  -1.33  2.98
C  1.60  -2.01  3.27
C  1.79  -2.57  4.57
N  1.93  -3.02  5.62
C  2.59  -2.13  2.28
C  2.36  -1.56  1.03
C  1.18  -0.89  0.73
S  0.93  -0.25  -0.87
C  3.82  -2.82  2.53
N  4.81  -3.37  2.73
H  -0.33  -1.24  3.75
H  3.12  -1.65  0.26
S  -1.45  4.64  -3.68
Sb  -3.10  4.72  -2.07
S  -1.78  3.20  0.23
S  0.21  2.85  0.18
S  -3.15  6.81  -1.14

Properties
Frontier orbital gap ... 0.21361 Ha
E_HOMO ... -1.635 eV
Charge ... -2
Energy relative to the best compared isomer or geometry (same formula, charge and spin) ... 3.07 kcal per mole
Calculated total energy ... -102294.619 eV

natural (NBO) population analysis, charges in e, atoms 1 to 6: 0.256, -0.635, -0.489, 0.185, -0.845, -0.047



Formula: C9H7NO
Source: the Open Molecules 2025 dataset
Level of theory: ωB97M-V/def2-TZVPD

Cartesian coordinates (Å):
C  -2.08  -0.15  1.49
C  1.77  1.76  -1.11
C  1.53  1.73  0.27
C  1.08  0.77  -1.95
C  0.67  0.86  0.81
C  0.23  -0.16  -1.37
C  0.01  -0.12  0.03
C  -1.20  -2.41  0.78
C  -1.11  -1.00  0.54
N  -2.85  0.37  2.14
O  -1.82  -1.88  -0.35
H  2.21  2.71  -1.46
H  2.06  2.40  0.89
H  1.28  0.94  -2.96
H  0.72  0.70  1.87
H  -0.36  -0.97  -1.89
H  -0.32  -3.00  0.63
H  -1.84  -2.55  1.64

Properties
Frontier orbital gap ... 0.36562 Ha
E_HOMO ... -9.425 eV
Charge ... 0
Energy relative to the best compared isomer or geometry (same formula, charge and spin) ... 69.25 kcal per mole
SMILES ... N#C[C@@]1(c2ccccc2)CO1
Calculated total energy ... -12981.166 eV

natural (NBO) population analysis, charges in e, atoms 1 to 6: 0.244, -0.191, -0.207, -0.206, -0.205, -0.199



Formula: C9H7NO4
Source: the Open Molecules 2025 dataset
Level of theory: ωB97M-V/def2-TZVPD

Cartesian coordinates (Å):
C  0.61  -0.64  -3.39
C  -1.84  0.38  2.09
C  -2.54  -0.69  2.48
C  -1.98  -1.08  0.46
C  -1.49  0.18  0.75
C  1.34  0.12  -1.08
C  -0.70  0.97  -0.16
C  0.54  -0.18  -2.11
C  3.23  0.31  0.21
N  0.41  -1.00  -4.46
O  0.74  0.78  -0.02
O  -2.65  -1.54  1.49
O  -0.82  0.38  -1.60
O  2.64  0.02  -1.12
H  -1.78  1.35  2.69
H  -3.01  -1.08  3.34
H  -2.01  -1.36  -0.60
H  -0.90  2.06  -0.29
H  4.21  -0.02  -0.01
H  2.73  -0.33  0.96
H  3.26  1.34  0.37

Properties
Frontier orbital gap ... 0.32906 Ha
E_HOMO ... -8.374 eV
Charge ... 0
Energy relative to the best compared isomer or geometry (same formula, charge and spin) ... 92.39 kcal per mole
SMILES ... COC1=C(C#N)O[C@@H](c2ccoc2)O1
Calculated total energy ... -19121.673 eV

natural (NBO) population analysis, charges in e, atoms 1 to 6: 0.222, -0.285, 0.088, 0.134, -0.235, 0.652



Formula: C9H7NS2
Source: the Open Molecules 2025 dataset
Level of theory: ωB97M-V/def2-TZVPD

Cartesian coordinates (Å):
N  0.66  -1.06  4.66
S  -0.92  1.00  4.27
S  -0.96  1.82  2.36
C  0.20  -0.24  3.74
C  0.61  -0.33  2.38
C  0.14  0.67  1.55
C  0.99  1.01  -2.68
C  1.67  0.06  -1.89
C  0.07  1.89  -2.10
C  1.38  -0.06  -0.52
C  -0.17  1.78  -0.70
C  0.47  0.78  0.09
H  0.34  -0.92  5.62
H  1.29  -1.15  2.08
H  1.27  1.10  -3.69
H  2.41  -0.60  -2.29
H  -0.42  2.67  -2.67
H  1.95  -0.80  0.07
H  -0.92  2.44  -0.24

Properties
Frontier orbital gap ... 0.28352 Ha
E_HOMO ... -8.031 eV
Charge ... 0
Energy relative to the best compared isomer or geometry (same formula, charge and spin) ... 0.00 kcal per mole
SMILES ... [H]/N=c1/cc(-c2ccccc2)ss1
Calculated total energy ... -32606.305 eV

natural (NBO) population analysis, charges in e, atoms 1 to 6: -0.677, 0.195, 0.164, 0.077, -0.302, -0.080



Formula: C9H7O2S2
Source: the Open Molecules 2025 dataset
Level of theory: ωB97M-V/def2-TZVPD

Cartesian coordinates (Å):
C  -2.68  0.80  0.39
C  -1.95  1.37  -0.61
C  -2.28  -0.42  0.96
C  -0.77  0.85  -1.01
C  -1.11  -0.97  0.61
C  -0.24  -0.30  -0.37
C  2.80  0.06  0.73
C  1.96  1.13  0.66
C  1.01  -0.84  -0.67
O  3.21  -0.96  1.22
O  1.08  1.91  0.78
S  3.49  1.34  -0.60
S  1.30  -2.60  -0.55
H  -3.75  1.22  0.67
H  -2.34  2.25  -1.16
H  -2.81  -1.10  1.68
H  -0.21  1.26  -1.87
H  -0.96  -1.99  1.11
H  1.58  -0.50  -1.52
H  2.66  -2.51  -0.45

Properties
Frontier orbital gap (alpha / beta) ... 0.22639 / 0.22568 Ha
E_HOMO (alpha / beta) ... -3.055 / -3.045 eV
Charge ... -1
Energy relative to the best compared isomer or geometry (same formula, charge and spin) ... 27.65 kcal per mole
Calculated total energy ... -35210.039 eV

natural (NBO) population analysis, charges in e, atoms 1 to 6: -0.262, -0.206, -0.237, -0.224, -0.225, -0.087



Formula: C9H8BaN2O4
Source: the Open Molecules 2025 dataset
Level of theory: ωB97M-V/def2-TZVPD

Cartesian coordinates (Å):
Ba  -0.04  0.02  -0.05
O  2.42  -1.60  -2.36
C  1.59  -1.07  -1.68
C  -1.45  1.03  1.84
O  -2.02  1.46  2.77
C  -1.18  -2.25  0.32
O  -1.67  -3.30  0.52
C  1.12  2.27  -0.38
O  1.69  3.30  -0.51
C  -3.15  1.04  -4.02
H  -2.41  1.65  -4.56
H  -3.26  -0.02  -4.30
C  -3.96  1.60  -3.08
H  -4.75  1.01  -2.58
H  -3.90  2.68  -2.84
N  3.77  -1.40  2.92
C  2.98  -0.97  3.97
C  1.77  -0.50  3.32
N  1.92  -0.67  1.97
C  3.12  -1.21  1.71
H  4.69  -1.79  3.02
H  3.24  -1.00  5.02
H  0.92  -0.08  3.80
H  3.55  -1.48  0.74

Properties
Frontier orbital gap ... 0.22243 Ha
E_HOMO ... -15.157 eV
Charge ... +2
Calculated total energy ... -21307.220 eV

Mulliken population analysis, charges in e, atoms 1 to 6: 2.259, 0.010, -0.103, -0.121, 0.038, -0.098



Formula: C9H8Br9NO2
Source: the Open Molecules 2025 dataset
Level of theory: ωB97M-V/def2-TZVPD

Cartesian coordinates (Å):
C  11.72  13.24  -22.82
Br  12.52  11.92  -24.08
Br  12.75  13.17  -21.12
Br  9.80  12.78  -22.47
H  11.79  14.27  -23.18
C  17.78  16.89  -20.56
Br  19.32  16.72  -21.82
Br  16.10  16.24  -21.39
Br  17.51  18.78  -19.98
H  18.09  16.27  -19.72
C  14.55  15.41  -18.27
Br  14.61  17.42  -18.34
Br  13.60  14.58  -16.72
Br  16.42  14.75  -18.16
H  14.06  14.97  -19.14
C  18.00  15.15  -14.54
C  18.79  15.10  -13.40
C  18.20  15.61  -12.24
C  16.89  16.15  -12.16
C  16.20  16.18  -13.36
C  16.72  15.71  -14.55
N  16.36  16.85  -10.92
O  16.77  16.50  -9.81
O  15.58  17.75  -11.06
H  18.50  14.77  -15.42
H  19.79  14.71  -13.45
H  18.76  15.61  -11.32
H  15.21  16.62  -13.41
H  16.11  15.61  -15.43

Properties
Frontier orbital gap (alpha / beta) ... 0.27392 / 0.08230 Ha
E_HOMO (alpha / beta) ... -12.317 / -12.205 eV
Multiplicity ... 2
Charge ... +1
Energy relative to the best compared isomer or geometry (same formula, charge and spin) ... 22.52 kcal per mole
Calculated total energy ... -645415.028 eV

natural (NBO) population analysis, charges in e, atoms 1 to 6: -0.432, 0.105, 0.013, 0.100, 0.222, -0.483



Formula: C9H8Cl12F8O
Source: the Open Molecules 2025 dataset
Level of theory: ωB97M-V/def2-TZVPD

Cartesian coordinates (Å):
C  -2.08  1.80  -0.64
C  -3.00  1.88  -1.87
C  -2.14  2.23  -3.16
F  -2.68  2.15  -4.40
F  -1.61  3.41  -2.99
F  -3.52  0.70  -2.06
F  -3.93  2.76  -1.61
O  -2.86  1.18  0.44
C  -2.64  1.75  1.72
C  -1.39  1.50  2.60
F  -1.18  0.20  2.84
F  -0.23  1.99  2.19
F  -2.83  3.09  1.67
F  -3.62  1.29  2.42
H  -1.58  2.75  -0.45
H  -1.25  1.12  -0.84
H  -1.36  1.47  -3.25
H  -1.57  1.99  3.55
C  4.74  -4.28  -1.63
Cl  4.61  -2.62  -2.21
Cl  6.14  -4.29  -0.62
Cl  4.78  -5.57  -2.89
H  3.94  -4.39  -0.89
C  2.51  2.39  -1.88
Cl  2.19  1.91  -3.60
Cl  2.34  0.99  -0.86
Cl  1.37  3.64  -1.36
H  3.53  2.73  -1.71
C  1.32  -2.27  -0.07
Cl  1.17  -3.97  -0.43
Cl  1.94  -2.24  1.61
Cl  -0.35  -1.55  -0.20
H  1.89  -1.77  -0.85
C  -0.47  -2.30  4.24
Cl  -1.27  -1.63  5.69
Cl  -1.66  -2.65  2.99
Cl  0.53  -3.78  4.66
H  0.26  -1.59  3.85

Properties
Frontier orbital gap ... 0.41421 Ha
E_HOMO ... -11.078 eV
Charge ... 0
SMILES ... FC(F)C(F)(F)COC(F)(F)C(F)F.ClC(Cl)Cl.ClC(Cl)Cl.ClC(Cl)Cl.ClC(Cl)Cl
Calculated total energy ... -183517.835 eV

natural (NBO) population analysis, charges in e, atoms 1 to 6: -0.155, 0.617, 0.519, -0.325, -0.316, -0.307



Formula: C9H8F3NO3
Source: the Open Molecules 2025 dataset
Level of theory: ωB97M-V/def2-TZVPD

Cartesian coordinates (Å):
C  2.18  -1.68  -0.57
C  2.69  -2.19  0.57
C  1.23  -0.65  -0.61
C  2.27  -1.64  1.73
C  0.86  -0.35  0.63
C  -1.12  1.48  0.21
C  0.00  2.56  -1.58
C  -2.07  0.47  0.58
C  -2.54  -0.70  -0.22
N  1.24  -0.82  1.75
O  -0.73  2.33  1.03
O  -2.62  0.61  1.79
O  -0.86  1.56  -1.10
F  -3.81  -0.53  -0.65
F  -1.89  -0.99  -1.33
F  -2.50  -1.82  0.55
H  2.38  -2.22  -1.42
H  3.47  -2.99  0.42
H  0.81  -0.21  -1.49
H  2.44  -1.98  2.73
H  -0.47  3.33  -2.32
H  0.78  2.18  -2.33
H  0.44  3.02  -0.66
H  -2.16  1.23  2.28

Properties
Frontier orbital gap (alpha / beta) ... 0.26613 / 0.32529 Ha
E_HOMO (alpha / beta) ... -8.295 / -8.828 eV
Charge ... 0
Energy relative to the best compared isomer or geometry (same formula, charge and spin) ... 85.19 kcal per mole
Calculated total energy ... -25243.323 eV

natural (NBO) population analysis, charges in e, atoms 1 to 6: -0.142, -0.278, -0.333, 0.044, 0.303, 0.679